This record from the OMol25 dataset describes a cluster of 3 separate species, C5H14O3 in total. The level of theory is ωB97M-V/def2-TZVPD.

Its net charge is 0. Its SMILES is C=CCCCO.O.O. For the strongest force on any atom, the calculation gives 5.77 eV/A. Its LUMO energy is 0.56 eV. The value obtained for the gap between HOMO and LUMO is 0.371 Eh. The energy above the lowest of the compared OMol25 structures with the same formula, charge and spin is 66.2 kcal per mole. The value obtained for the HOMO energy is -9.528 eV.

Last column: natural (NBO) charge in e.
Atoms and positions in Å:
1 C 0.097 -1.174 1.053  -0.432
2 C -0.205 -0.100 0.342  -0.176
3 C -1.561 0.191 -0.393  -0.434
4 C -1.117 0.387 -1.849  -0.436
5 C 0.190 -0.440 -2.132  -0.081
6 O 0.371 -0.751 -3.469  -0.737
7 H 0.926 -1.105 1.833  0.182
8 H -0.298 -2.145 0.939  0.200
9 H 0.445 0.874 0.388  0.226
10 H -1.971 1.035 0.118  0.222
11 H -2.173 -0.688 -0.480  0.203
12 H -1.993 0.067 -2.414  0.208
13 H -0.851 1.417 -2.010  0.199
14 H 0.134 -1.415 -1.601  0.191
15 H 1.074 0.225 -2.148  0.194
16 H -0.117 -0.130 -4.060  0.464
17 O 2.531 1.268 1.525  -0.964
18 H 2.748 0.245 1.436  0.491
19 H 3.157 1.826 1.161  0.476
20 O -0.532 -0.060 4.273  -0.929
21 H -1.148 0.345 3.525  0.471
22 H 0.293 0.127 3.963  0.460

This record from the OMol25 dataset describes a cluster of 2 separate species, C11H26O4P in total. The level of theory is ωB97M-V/def2-TZVPD.

Its net charge is -1. For the strongest force on any atom, the calculation gives 4.16 eV/A. Its LUMO energy is 2.39 eV. The value obtained for the gap between HOMO and LUMO is 0.127 Eh. The energy above the lowest of the compared OMol25 structures with the same formula, charge and spin is 0.0 kcal per mole. The value obtained for the HOMO energy is -1.074 eV.

Last column: natural (NBO) charge in e.
Atoms and positions in Å:
1 C 3.491 -2.911 3.358  -0.983
2 C 2.622 -3.361 2.156  -0.435
3 C 1.419 -2.364 1.774  -0.828
4 P 2.062 -1.034 0.649  2.286
5 O 2.814 -1.727 -0.485  -1.134
6 O 0.874 -0.098 -0.082  -0.775
7 C -0.382 -0.144 0.596  -0.080
8 C -0.408 0.725 1.906  -0.645
9 O 3.212 -0.089 1.449  -0.814
10 C 4.534 -0.337 0.949  -0.056
11 C 5.492 0.600 1.781  -0.627
12 H 2.905 -2.854 4.306  0.129
13 H 4.016 -1.949 3.162  0.131
14 H 3.292 -3.525 1.283  0.209
15 H 2.170 -4.362 2.364  0.181
16 H 0.947 -2.005 2.707  0.231
17 H 0.696 -2.972 1.163  0.217
18 H -0.778 -1.167 0.761  0.182
19 H -1.115 0.354 -0.083  0.179
20 H 0.134 0.253 2.746  0.220
21 H -0.057 1.759 1.701  0.215
22 H -1.491 0.835 2.157  0.200
23 H 4.832 -1.389 1.108  0.208
24 H 4.663 -0.024 -0.109  0.176
25 H 5.378 0.369 2.857  0.222
26 H 5.223 1.649 1.536  0.192
27 H 6.519 0.382 1.409  0.196
28 C -3.493 0.090 -3.492  -0.646
29 C -3.940 0.641 -2.148  -0.064
30 O -3.472 1.954 -1.889  -0.532
31 C -3.879 2.955 -2.804  -0.063
32 C -5.386 3.126 -2.893  -0.644
33 H -2.403 0.094 -3.562  0.223
34 H -3.849 -0.933 -3.619  0.214
35 H -3.877 0.682 -4.324  0.197
36 H -3.534 0.009 -1.357  0.193
37 H -5.030 0.600 -2.050  0.153
38 H -3.447 2.762 -3.792  0.159
39 H -3.436 3.888 -2.450  0.187
40 H -5.880 2.220 -3.249  0.202
41 H -5.635 3.936 -3.581  0.211
42 H -5.801 3.361 -1.911  0.211

This record from the OMol25 dataset describes a structure of composition C46H47BrN2O5RuS. The level of theory is ωB97M-V/def2-TZVPD.

Its net charge is -1. Its expectation value of S² is 0.757. For the strongest force on any atom, the calculation gives 1.96 eV/A. Its LUMO energy (spin up / spin down) is 2.41 / 2.35 eV. Its multiplicity is 2. The value obtained for the gap between HOMO and LUMO (spin up / spin down) is 0.267 / 0.265 Eh. The energy above the lowest of the compared OMol25 structures with the same formula, charge and spin is 0.0 kcal per mole. The value obtained for the HOMO energy (spin up / spin down) is -4.852 / -4.858 eV.

Last column: Löwdin spin population.
Atoms and positions in Å:
1 Ru 0.451 -0.459 -1.048  0.832
2 C -1.144 -2.232 -4.610  0.000
3 O -2.036 -3.170 -4.009  0.001
4 C -1.696 -3.680 -2.789  0.004
5 C -2.015 -4.995 -2.555  -0.001
6 C -1.764 -5.611 -1.320  0.005
7 C -1.160 -4.885 -0.328  -0.001
8 C -0.807 -3.537 -0.534  0.005
9 C -0.136 -2.867 0.544  0.010
10 N 0.454 -1.718 0.482  0.020
11 N 1.065 -1.270 1.667  0.001
12 C 1.752 -0.193 1.382  0.000
13 O 1.888 0.326 0.211  -0.002
14 C 2.407 0.518 2.517  0.000
15 C 2.498 -0.061 3.779  0.000
16 C 3.062 0.646 4.828  0.000
17 C 3.541 1.935 4.624  0.000
18 C 3.458 2.511 3.364  0.000
19 C 2.892 1.805 2.313  0.000
20 C -1.112 -2.878 -1.758  0.002
21 O -0.963 -1.609 -1.936  0.035
22 H -1.383 -2.246 -5.673  0.000
23 H -0.104 -2.531 -4.465  0.000
24 H -1.268 -1.234 -4.198  0.000
25 H -2.478 -5.545 -3.364  0.000
26 H -2.034 -6.646 -1.164  0.000
27 H -0.941 -5.335 0.633  0.000
28 H -0.061 -3.382 1.500  0.001
29 H 2.126 -1.067 3.916  0.000
30 H 3.126 0.193 5.809  0.000
31 H 3.978 2.487 5.447  0.000
32 H 3.833 3.513 3.200  0.000
33 H 2.809 2.234 1.324  0.000
34 C -0.421 4.233 -3.783  0.000
35 C -1.108 4.628 -2.475  0.000
36 C -2.567 4.990 -2.787  0.000
37 C -0.391 5.862 -1.912  0.000
38 C -1.082 3.494 -1.449  -0.001
39 C -0.557 2.243 -1.746  0.004
40 C -0.586 1.207 -0.806  -0.001
41 Br 1.533 -0.004 -3.229  0.069
42 C -1.180 1.464 0.428  0.005
43 O -1.266 0.399 1.330  0.007
44 C -1.645 2.728 0.804  -0.001
45 C -1.595 3.717 -0.173  0.001
46 C -2.160 3.030 2.216  0.000
47 C -1.081 2.673 3.251  0.000
48 C -3.448 2.244 2.501  0.000
49 C -2.477 4.517 2.396  0.000
50 H -0.449 5.076 -4.477  0.000
51 H -0.918 3.388 -4.261  0.000
52 H 0.623 3.960 -3.623  0.000
53 H -2.610 5.814 -3.505  0.000
54 H -3.101 5.294 -1.886  0.000
55 H -3.091 4.134 -3.214  0.000
56 H -0.385 6.664 -2.655  0.000
57 H 0.642 5.622 -1.657  0.000
58 H -0.878 6.240 -1.014  0.000
59 H -0.118 2.050 -2.709  0.000
60 H -1.972 4.701 0.066  0.000
61 H -0.747 1.645 3.157  0.000
62 H -1.480 2.816 4.259  0.000
63 H -0.209 3.320 3.134  0.000
64 H -3.254 1.188 2.672  0.000
65 H -4.149 2.328 1.669  0.000
66 H -3.931 2.640 3.399  0.000
67 H -1.620 5.147 2.156  0.000
68 H -2.738 4.691 3.442  0.000
69 H -3.324 4.836 1.786  0.000
70 C -2.768 -3.162 4.440  0.000
71 C -1.737 -2.198 4.472  0.000
72 C -1.556 -1.345 3.421  0.000
73 C -2.401 -1.416 2.287  0.000
74 C -2.266 -0.520 1.187  0.002
75 C -3.070 -0.626 0.087  0.000
76 C -4.053 -1.640 0.042  0.000
77 C -4.234 -2.500 1.083  0.000
78 C -3.414 -2.399 2.235  0.000
79 C -3.579 -3.262 3.347  0.000
80 H -2.910 -3.826 5.283  0.000
81 H -1.081 -2.139 5.330  0.000
82 H -0.747 -0.627 3.423  0.000
83 H -2.942 0.038 -0.754  0.000
84 H -4.660 -1.729 -0.851  0.000
85 H -4.989 -3.276 1.041  0.000
86 H -4.369 -4.002 3.312  0.000
87 C 2.662 -3.768 -2.110  0.000
88 S 3.314 -2.479 -1.038  0.001
89 O 3.655 -3.141 0.254  0.000
90 C 4.871 -2.241 -1.899  0.000
91 C 4.908 -1.692 -3.174  0.000
92 C 6.135 -1.494 -3.787  0.000
93 C 7.309 -1.833 -3.125  0.000
94 C 7.257 -2.369 -1.848  0.000
95 C 6.033 -2.573 -1.225  0.000
96 H 3.384 -4.581 -2.164  0.000
97 H 2.460 -3.343 -3.092  0.000
98 H 1.731 -4.104 -1.657  0.000
99 H 3.990 -1.405 -3.670  0.000
100 H 6.174 -1.065 -4.779  0.000
101 H 8.266 -1.668 -3.605  0.000
102 H 8.172 -2.625 -1.329  0.000
103 H 5.954 -2.984 -0.228  0.000

This record from the OMol25 dataset describes a cluster of 3 separate species, C2NO5 in total. The level of theory is ωB97M-V/def2-TZVPD.

Its net charge is -1. For the strongest force on any atom, the calculation gives 1.46 eV/A. Its LUMO energy is 2.06 eV. The value obtained for the gap between HOMO and LUMO is 0.175 Eh. The energy above the lowest of the compared OMol25 structures with the same formula, charge and spin is 24.6 kcal per mole. The value obtained for the HOMO energy is -2.707 eV.

Last column: natural (NBO) charge in e.
Atoms and positions in Å:
1 C -1.262 1.400 0.567  0.520
2 C 4.993 -0.272 -0.024  1.022
3 N -4.464 -0.802 -0.378  0.215
4 O 4.207 0.516 -0.334  -0.498
5 O -0.572 0.922 -0.204  -0.536
6 O 5.803 -1.043 0.281  -0.525
7 O -3.378 -0.166 -0.400  -0.616
8 O -5.327 -0.556 0.492  -0.583

This record from the OMol25 dataset describes a structure of composition C12H27ClF3NiO2P3. The level of theory is ωB97M-V/def2-TZVPD.

Its net charge is 0. Its expectation value of S² is 2.010. For the strongest force on any atom, the calculation gives 1.28 eV/A. Its LUMO energy (spin up / spin down) is 0.40 / -0.07 eV. Its multiplicity is 3. The value obtained for the gap between HOMO and LUMO (spin up / spin down) is 0.300 / 0.326 Eh. The value obtained for the HOMO energy (spin up / spin down) is -7.773 / -8.937 eV.

Last column: Löwdin spin population.
Atoms and positions in Å:
1 Ni -0.219 -0.084 -0.539  1.501
2 C -0.320 -2.748 2.033  0.016
3 P -1.130 -1.906 0.612  0.061
4 C -1.944 -3.339 -0.186  0.015
5 C -2.538 -1.087 1.467  0.000
6 C -2.023 0.125 2.233  0.004
7 P -0.947 1.291 1.190  0.054
8 C -2.194 2.578 0.824  0.007
9 C -0.042 1.954 2.641  0.017
10 H -1.061 -3.278 2.632  0.003
11 H 0.201 -2.020 2.654  0.000
12 H 0.409 -3.463 1.652  0.000
13 H -2.705 -3.751 0.477  0.003
14 H -1.198 -4.103 -0.407  0.000
15 H -2.406 -3.022 -1.118  0.001
16 H -3.010 -1.810 2.139  0.001
17 H -3.269 -0.786 0.717  0.000
18 H -1.398 -0.218 3.062  0.000
19 H -2.850 0.694 2.664  0.001
20 H -2.854 2.703 1.682  0.002
21 H -2.773 2.280 -0.050  0.000
22 H -1.689 3.514 0.604  0.000
23 H -0.776 2.279 3.380  0.003
24 H 0.580 2.790 2.342  0.000
25 H 0.583 1.175 3.078  0.000
26 F -1.118 -0.880 -2.655  0.044
27 C -1.813 -0.026 -1.768  0.084
28 F -3.006 -0.693 -1.576  0.013
29 F -2.158 1.039 -2.523  0.017
30 Cl 0.286 5.232 -2.119  0.001
31 C 1.306 3.781 -2.234  0.005
32 C 0.773 2.687 -1.291  0.004
33 O 0.647 3.007 -0.097  0.008
34 O 0.555 1.569 -1.826  0.073
35 H 2.305 4.076 -1.919  0.000
36 H 1.299 3.425 -3.260  0.000
37 C 2.543 -0.504 -2.637  0.011
38 P 1.991 -0.742 -0.911  0.040
39 C 2.399 -2.518 -0.681  0.003
40 C 3.361 0.063 0.002  0.003
41 H 3.558 -0.881 -2.767  0.002
42 H 2.500 0.556 -2.876  0.000
43 H 1.859 -1.028 -3.304  0.000
44 H 3.394 -2.750 -1.061  0.001
45 H 1.660 -3.112 -1.220  0.000
46 H 2.346 -2.774 0.377  0.000
47 H 4.322 -0.359 -0.295  0.001
48 H 3.218 -0.069 1.074  0.000
49 H 3.345 1.130 -0.217  0.000

This record from the OMol25 dataset describes a cluster of 2 separate species, C5H9O5 in total. The level of theory is ωB97M-V/def2-TZVPD.

Its net charge is 0. Its expectation value of S² is 1.741. For the strongest force on any atom, the calculation gives 5.26 eV/A. Its LUMO energy (spin up / spin down) is 0.33 / -0.87 eV. Its multiplicity is 2. The value obtained for the gap between HOMO and LUMO (spin up / spin down) is 0.334 / 0.222 Eh. The energy above the lowest of the compared OMol25 structures with the same formula, charge and spin is 116.3 kcal per mole. The value obtained for the HOMO energy (spin up / spin down) is -8.748 / -6.917 eV.

Last column: Löwdin spin population.
Atoms and positions in Å:
1 C -1.306 0.468 -1.410  -0.054
2 C -0.440 0.273 -0.102  -0.437
3 C -0.977 -0.430 1.048  -0.061
4 O -1.362 0.492 2.101  -0.045
5 O -2.771 0.803 1.656  0.000
6 C 0.792 0.953 0.139  0.011
7 C 1.753 0.924 -0.934  -0.209
8 O 2.876 1.633 -0.895  -0.091
9 O 1.008 -1.954 -1.204  0.973
10 O 1.291 -2.575 -0.161  0.969
11 H -2.006 1.270 -1.594  -0.019
12 H -0.650 0.470 -2.331  -0.010
13 H -1.915 -0.481 -1.511  -0.002
14 H -1.922 -0.910 0.769  -0.001
15 H -0.359 -1.222 1.472  -0.011
16 H -3.199 0.868 2.485  -0.001
17 H 1.133 1.476 1.026  -0.005
18 H 1.646 0.315 -1.846  -0.008
19 H 3.356 1.508 -1.701  0.000

This record from the OMol25 dataset describes a structure of composition C24H26Br2NO4PdTe. The level of theory is ωB97M-V/def2-TZVPD.

Its net charge is -1. Its expectation value of S² is 6.067. For the strongest force on any atom, the calculation gives 2.62 eV/A. Its LUMO energy (spin up / spin down) is 2.38 / 0.45 eV. Its multiplicity is 5. The value obtained for the gap between HOMO and LUMO (spin up / spin down) is 0.191 / 0.170 Eh. The value obtained for the HOMO energy (spin up / spin down) is -2.822 / -4.179 eV.

Last column: Löwdin spin population.
Atoms and positions in Å:
1 Pd -0.109 1.395 0.644  1.000
2 C 2.863 2.539 -0.490  0.019
3 C 3.084 1.183 0.108  0.140
4 C 4.262 0.491 0.046  0.107
5 C 4.389 -0.753 0.703  0.249
6 C 3.326 -1.225 1.479  0.027
7 C 3.327 -2.409 2.247  0.286
8 Br 4.848 -3.556 2.227  0.056
9 C 2.244 -2.803 3.036  0.053
10 C 1.134 -2.003 3.089  0.214
11 Br -0.349 -2.513 4.150  0.043
12 C 1.018 -0.797 2.332  0.175
13 O -0.039 -0.065 2.392  0.333
14 C 2.131 -0.452 1.515  0.104
15 N 2.014 0.685 0.787  0.317
16 H 3.788 2.948 -0.889  0.000
17 H 2.479 3.206 0.289  0.004
18 H 2.118 2.494 -1.290  0.005
19 H 5.100 0.901 -0.500  0.003
20 H 5.306 -1.316 0.630  0.017
21 H 2.285 -3.723 3.599  -0.001
22 C -2.523 -1.860 1.157  0.003
23 C -3.298 -0.892 0.264  0.003
24 C -3.227 0.520 0.852  0.007
25 C -2.817 -0.941 -1.171  0.028
26 C -3.725 -1.325 -2.137  -0.003
27 C -3.378 -1.419 -3.474  0.038
28 C -2.087 -1.093 -3.859  -0.002
29 C -1.135 -0.697 -2.944  0.029
30 C 0.241 -0.331 -3.453  0.003
31 C 0.442 1.178 -3.316  0.004
32 C 1.371 -1.081 -2.744  0.002
33 C -1.469 -0.621 -1.548  -0.001
34 O -0.558 -0.338 -0.688  0.151
35 H -2.940 -1.862 2.162  0.000
36 H -1.487 -1.541 1.217  0.000
37 H -2.552 -2.873 0.759  0.000
38 H -4.352 -1.202 0.257  0.000
39 H -2.190 0.722 1.170  0.001
40 H -3.865 0.599 1.732  0.001
41 H -3.542 1.262 0.116  0.002
42 H -4.739 -1.561 -1.837  -0.001
43 H -4.098 -1.748 -4.209  0.003
44 H -1.824 -1.141 -4.909  -0.001
45 H 0.277 -0.590 -4.521  0.000
46 H 0.413 1.447 -2.258  0.004
47 H -0.347 1.722 -3.832  0.001
48 H 1.403 1.474 -3.732  0.001
49 H 1.390 -0.807 -1.692  0.000
50 H 2.330 -0.821 -3.189  0.000
51 H 1.234 -2.159 -2.816  0.000
52 Te -1.055 3.525 -0.316  0.410
53 C -1.434 2.738 3.858  -0.001
54 O -1.608 2.930 2.457  0.012
55 C -0.488 3.118 1.730  0.018
56 O 0.609 3.359 2.208  0.135
57 H -2.286 3.201 4.352  0.000
58 H -0.504 3.212 4.180  0.000
59 H -1.400 1.666 4.067  0.001

This record from the OMol25 dataset describes an isolated molecule of C7H6O. The level of theory is ωB97M-V/def2-TZVPD.

Its net charge is 0. For the strongest force on any atom, the calculation gives 3.84 eV/A. Its LUMO energy (spin up / spin down) is -0.80 / -0.52 eV. The value obtained for the gap between HOMO and LUMO (spin up / spin down) is 0.191 / 0.227 Eh. The energy above the lowest of the compared OMol25 structures with the same formula, charge and spin is 118.0 kcal per mole. The value obtained for the HOMO energy (spin up / spin down) is -6.003 / -6.688 eV.

Last column: natural (NBO) charge in e.
Atoms and positions in Å:
1 C -0.217 2.895 -0.644  -0.310
2 C -0.275 1.929 0.066  -0.064
3 C -1.444 -1.181 -0.541  -0.493
4 C -0.111 -1.302 -0.221  0.077
5 C -2.288 -0.170 -0.074  0.736
6 C 0.787 -0.331 0.471  -0.500
7 C 0.049 0.905 0.911  -0.429
8 O -3.231 0.380 0.321  -0.403
9 H -0.117 3.769 -1.168  0.220
10 H -1.947 -2.059 -0.823  0.247
11 H 0.386 -2.265 -0.309  0.201
12 H 1.133 -0.984 1.222  0.234
13 H 1.500 0.025 -0.288  0.260
14 H 0.067 0.980 2.049  0.225